Computed, not measured: 10 unconnected molecules or ions with the total composition C29H58Br8O9, with the ωB97M-V functional and the def2-TZVPD basis.

```
104
Properties=species:S:1:pos:R:3:lowdin_charge:R:1
Br 16.002 7.621 -13.051 0.716
Br 21.096 17.106 -17.622 0.707
Br 17.430 11.057 -19.123 0.728
Br 20.159 10.145 -22.649 0.657
Br 15.885 11.678 -23.459 0.643
Br 17.562 11.106 -14.548 0.799
Br 19.708 13.891 -20.531 0.742
Br 14.524 8.993 -16.161 0.735
O 13.275 13.307 -19.553 0.125
O 18.343 10.414 -11.200 -0.045
O 15.343 13.697 -18.802 -0.055
O 17.638 5.703 -15.322 -0.036
O 19.982 9.113 -10.443 0.122
O 17.773 14.840 -16.005 0.058
O 21.882 6.439 -14.122 0.083
O 20.918 12.082 -17.295 0.055
O 18.480 7.047 -16.871 0.094
C 23.051 12.574 -18.203 -0.017
C 18.982 16.496 -14.781 -0.034
C 14.246 8.382 -13.383 -0.680
C 15.771 14.094 -20.126 -0.254
C 18.711 4.964 -13.308 -0.071
C 17.502 10.000 -10.093 -0.222
C 15.605 15.571 -20.346 -0.050
C 21.732 11.842 -18.148 -0.517
C 18.247 10.183 -22.966 -0.702
C 22.456 7.163 -14.874 -0.508
C 23.870 6.867 -15.314 -0.016
C 16.350 5.988 -17.267 0.004
C 20.651 15.354 -18.342 -0.695
C 19.535 9.817 -11.292 -0.568
C 17.746 11.602 -22.878 -0.726
C 14.236 9.522 -14.330 -0.690
C 13.760 12.869 -17.265 0.023
C 17.623 11.728 -17.300 -0.643
C 19.740 14.007 -15.001 -0.035
C 16.310 10.897 -10.042 -0.063
C 20.628 15.449 -19.836 -0.672
C 14.052 13.327 -18.658 -0.560
C 17.604 6.317 -16.502 -0.563
C 20.198 10.152 -12.579 -0.018
C 21.432 10.920 -19.292 -0.068
C 21.783 8.383 -15.436 -0.013
C 17.779 10.529 -16.391 -0.655
C 18.742 15.090 -15.330 -0.501
C 18.811 5.837 -14.520 -0.269
H 19.534 5.195 -12.635 0.082
H 18.463 12.410 -17.328 0.024
H 14.178 13.579 -16.547 0.095
H 16.430 4.989 -17.701 0.091
H 19.274 17.157 -15.596 0.011
H 24.398 7.778 -15.596 0.074
H 18.978 6.877 -14.194 0.107
H 18.285 12.283 -23.526 0.049
H 20.899 8.608 -14.847 0.053
H 19.638 9.789 -13.438 0.014
H 20.378 10.658 -19.250 0.035
H 17.776 9.561 -22.212 0.050
H 20.682 14.199 -15.520 0.078
H 16.438 11.751 -10.701 0.080
H 23.153 13.228 -17.337 0.082
H 19.689 15.058 -17.938 0.041
H 24.402 6.333 -14.533 0.083
H 21.676 11.393 -20.242 0.039
H 19.734 5.649 -15.075 0.110
H 16.979 9.849 -16.668 -0.040
H 22.418 9.267 -15.414 0.082
H 14.980 10.265 -14.085 -0.012
H 19.934 13.981 -13.926 0.087
H 17.214 8.956 -10.227 0.107
H 16.189 6.697 -18.071 0.078
H 15.305 13.464 -20.886 0.089
H 16.827 13.824 -20.198 0.033
H 18.781 3.903 -13.572 0.082
H 18.725 10.008 -16.473 0.054
H 21.412 14.698 -17.942 0.019
H 18.088 10.048 -9.171 0.122
H 14.184 11.882 -17.091 0.045
H 20.208 11.234 -12.767 0.080
H 20.013 16.301 -20.103 0.043
H 21.614 15.562 -20.267 0.064
H 22.000 9.983 -19.242 0.094
H 21.238 9.848 -12.595 0.088
H 13.572 7.572 -13.635 0.059
H 19.297 13.057 -15.293 0.007
H 13.947 8.751 -12.401 0.054
H 16.495 16.084 -19.991 0.071
H 13.241 9.961 -14.325 0.066
H 23.013 13.218 -19.090 0.086
H 16.709 12.262 -17.079 0.032
H 17.768 11.982 -21.862 -0.035
H 15.416 10.358 -10.371 0.068
H 18.046 9.756 -23.942 0.050
H 17.753 5.081 -12.799 0.052
H 15.475 15.779 -21.407 0.082
H 21.487 8.162 -16.466 0.096
H 14.732 15.923 -19.806 0.083
H 16.101 11.241 -9.031 0.077
H 23.893 11.888 -18.253 0.087
H 18.037 16.867 -14.384 0.085
H 15.499 5.989 -16.587 0.065
H 19.737 16.496 -14.000 0.076
H 23.835 6.225 -16.201 0.092
H 12.683 12.832 -17.131 0.088
```

Results
2S+1: 1
Kohn-Sham gap (Eh): 0.360
SMILES string: CCOC(C)=O.CCOC(C)=O.CCOC(C)=O.CC(C)=O.CC(C)=O.CC(C)=O.BrCCBr.BrCCBr.BrCCBr.BrCCBr
Energy (Ha): -22409.1117
Energy above the lowest of the compared OMol25 structures with the same formula, charge and spin (eV): 0.000

=====

Computed, not measured: 3 unconnected molecules or ions with the total composition C29H58ClINO13PS, with the ωB97M-V functional and the def2-TZVPD basis.

```
105
Properties=species:S:1:pos:R:3:lowdin_charge:R:1
I -3.978 3.035 -0.494 0.817
Cl 1.767 -4.353 3.818 0.681
S -1.352 -2.098 -0.241 0.651
P -1.699 0.741 2.736 0.919
O 2.435 7.345 -4.172 -0.188
O 0.793 5.504 -2.372 -0.125
O -1.720 -1.147 0.975 -0.247
O 3.289 4.170 -3.485 -0.181
O 5.115 0.436 -1.138 -0.030
O 2.430 -1.841 3.433 0.017
O -1.674 -3.429 0.194 -0.252
O -4.679 -4.665 3.458 -0.115
O 6.721 1.714 -0.107 0.060
O -1.958 -1.671 -1.465 -0.236
O -5.770 -2.558 1.527 -0.181
O -7.613 -5.099 2.740 -0.187
O -1.376 -0.599 3.626 -0.285
N -0.426 1.730 3.269 -0.139
C 1.812 6.415 -1.997 -0.182
C -7.837 -6.397 2.238 -0.115
C -0.965 0.084 1.143 -0.530
C -4.634 -4.670 2.040 -0.170
C 6.028 -0.401 -1.869 -0.168
C 3.236 -2.361 -1.450 -0.220
C 0.539 -0.201 1.317 -0.116
C 2.016 -3.079 -2.000 -0.181
C 5.652 1.040 -0.053 -0.479
C 0.431 -2.016 -0.372 -0.290
C 5.688 -1.840 -1.594 -0.157
C 0.948 -3.333 -0.944 -0.156
C 0.552 -2.607 2.097 -0.156
C 1.969 3.675 -3.578 -0.198
C -5.580 -1.239 1.991 -0.108
C -1.022 2.499 0.113 -0.307
C -4.584 -3.319 1.364 -0.198
C 4.452 -2.348 -2.354 -0.177
C 1.972 7.640 -2.870 -0.200
C 4.071 3.649 -2.429 -0.104
C -5.817 -4.177 4.138 -0.188
C -1.251 1.007 -0.045 -0.205
C -7.074 -5.017 4.044 -0.200
C 1.690 7.899 -5.235 -0.111
C 0.960 -1.624 1.001 -0.274
C 1.647 -2.739 3.090 -0.739
C 0.906 4.753 -3.568 -0.182
C 4.874 0.904 1.212 0.028
C -2.180 3.329 0.603 -0.663
H 1.766 2.959 -2.774 0.114
H 1.875 3.137 -4.530 0.128
H -0.295 -2.219 2.648 0.114
H -0.585 0.679 -0.830 0.108
H 5.445 1.358 1.998 0.085
H -6.877 -6.015 4.449 0.120
H 2.769 5.908 -1.859 0.109
H 5.926 -0.154 -2.913 0.124
H 4.260 -1.638 -3.143 0.112
H -7.637 -6.386 1.165 0.085
H -6.021 -3.135 3.885 0.111
H -2.249 0.791 -0.388 0.057
H 0.394 1.808 2.687 0.031
H 0.898 0.015 2.313 0.097
H 2.711 8.289 -2.385 0.127
H 2.327 -4.002 -2.468 0.116
H 0.239 -3.565 1.727 0.099
H 4.728 4.441 -2.069 0.091
H 0.126 -3.843 -1.412 0.111
H 1.364 -3.948 -0.162 0.124
H -3.715 -2.769 1.731 0.099
H 4.645 -3.320 -2.775 0.110
H 0.639 8.039 -4.967 0.087
H -4.683 -1.149 2.611 0.076
H 3.496 -2.829 -0.509 0.115
H 1.502 6.781 -1.014 0.128
H 0.990 5.399 -4.444 0.111
H -7.176 -7.134 2.702 0.086
H 5.461 -1.883 -0.537 0.107
H -0.884 -0.311 4.396 0.055
H -6.444 -0.965 2.599 0.086
H -0.738 2.882 -0.849 0.098
H -5.529 -4.189 5.193 0.127
H 1.575 -2.467 -2.776 0.122
H -0.053 4.235 -3.658 0.128
H 2.035 -1.610 0.966 0.128
H 3.922 1.408 1.133 0.081
H -5.431 -5.287 1.621 0.111
H -1.937 4.367 0.479 0.036
H -7.825 -4.540 4.689 0.125
H -4.439 -3.489 0.293 0.127
H 2.999 -1.329 -1.237 0.107
H 3.460 3.301 -1.589 0.083
H 6.545 -2.476 -1.742 0.115
H -8.878 -6.701 2.391 0.085
H -0.169 2.676 0.755 0.097
H 7.051 -0.187 -1.609 0.120
H -5.508 -0.534 1.155 0.083
H 2.112 8.858 -5.550 0.086
H 4.695 -0.131 1.464 0.083
H 1.738 7.208 -6.077 0.086
H -2.422 3.172 1.639 -0.005
H -3.690 -5.163 1.797 0.128
H 0.674 -1.205 -1.037 0.127
H -0.770 2.639 3.518 0.035
H 1.069 0.476 0.661 0.125
H 1.023 8.186 -2.906 0.122
H 4.692 2.823 -2.787 0.083
```

Results
2S+1: 1
Kohn-Sham gap (Eh): 0.323
SMILES string: CC(=O)OCCCCCC[C@@H]1[C@H](CC(=O)Cl)C[C@](CCCI)(P(N)O)OS1(=O)=O.COCCOCCOC.COCCOCCOC
Energy (Ha): -3669.9793